a.
DFT (ωB97M-V with the def2-TZVPD basis set) results for a structure of composition C2H10N4.

Calculated values
* total charge: 0
* molecular weight: 90.1 Da
* frontier orbital gap: 8.7 eV

Structure (XYZ):
```
16
C2H10N4, DFT ωB97M-V with the def2-TZVPD basis set
C -1.9494 -0.5943 -0.5813
N -1.3320 -0.6153 0.7319
H -1.9554 -1.0936 1.3822
H -0.0858 -0.8900 0.7212
H -2.9157 -0.0701 -0.5904
H -1.2922 -0.0663 -1.2830
H -2.1041 -1.6012 -0.9941
N 2.0054 -0.5757 -0.4631
N 0.8637 1.8030 -0.1271
C 0.8730 0.8920 0.8647
N 1.2975 -0.3640 0.7310
H 2.9864 -0.3361 -0.3360
H 1.9747 -1.5693 -0.6884
H 1.1330 1.4252 -1.0282
H 0.1078 2.4709 -0.1355
H 0.3931 1.1848 1.7959
```



b.
DFT (ωB97M-V with the def2-TZVPD basis set) results for a cluster of 2 separate species, C2H10N4 in total.

Calculated values
* SMILES: [H]/N=C\NN.CN
* total charge: 0
* molecular weight: 90.1 Da
* frontier orbital gap: 9.5 eV

Structure (XYZ):
```
16
C2H10N4, DFT ωB97M-V with the def2-TZVPD basis set
H 0.2296 2.2496 0.6625
N 0.0546 2.0001 -0.3091
C -0.4926 0.8695 -0.4701
N -1.4752 0.2183 0.4901
N -2.4245 -0.6672 -0.0601
H -0.7079 0.5249 -1.4761
H -1.7416 0.7498 1.3164
H -2.5102 -1.5065 0.5084
H -3.3368 -0.2299 -0.1690
C 2.3320 -0.4264 -0.1001
N 0.9810 -0.9515 0.0075
H 2.7207 -0.6023 -1.1028
H 2.9914 -0.9001 0.6261
H 2.3799 0.6534 0.0741
H 0.5812 -1.2631 -0.8703
H 0.4183 -0.7188 0.8726
```



c.
DFT (ωB97M-V with the def2-TZVPD basis set) results for a cluster of 2 separate species, C2H10N4 in total.

Calculated values
* SMILES: [H]/N=C/N.NCN
* total charge: 0
* molecular weight: 90.1 Da
* frontier orbital gap: 10.0 eV

Structure (XYZ):
```
16
C2H10N4, DFT ωB97M-V with the def2-TZVPD basis set
H -0.6708 -3.2936 -0.3307
N 0.3116 -3.1216 -0.5510
C 0.7531 -2.1338 0.1281
N 2.0095 -1.7139 0.4604
H -0.0078 -1.4743 0.5664
H 2.1545 -0.9259 1.0644
H 2.6374 -1.8387 -0.3192
N -0.6618 2.0107 -1.2435
C -0.7952 2.6897 -0.0168
N -1.4071 1.5973 0.9873
H 0.0762 1.2778 -1.0103
H -1.4379 1.3941 -1.5250
H 0.1095 3.0053 0.4803
H -1.5997 3.4271 0.0340
H -2.1366 2.1107 1.4912
H -0.6375 1.4158 1.6726
```



How do the energies compare? Relative to the most stable structure, in kJ/mol: a 106.6; b 112.2; c 0.0.



a.
DFT (ωB97M-V with the def2-TZVPD basis set) results for the ion C11H14N with charge +1.

Calculated values
* SMILES: CC1=c2c(ccc[n+]2C)=CCC1
* total charge: +1
* molecular weight: 160.2 Da
* frontier orbital gap (alpha / beta): 6.6 / 6.8 eV

Structure (XYZ):
```
26
C11H14N, DFT ωB97M-V with the def2-TZVPD basis set
C 1.8116 -1.6231 -0.6583
C 1.2787 -0.3734 -0.0076
C -0.3067 -0.0062 0.2164
C -0.6686 1.3290 -0.0648
C -2.0725 1.5870 -0.4649
C -2.9502 0.5935 -0.3002
C -2.4874 -0.7456 -0.0247
N -1.2478 -0.9600 0.2634
C -0.9380 -2.3467 0.6388
C 0.2850 2.2680 0.0842
C 1.5942 1.9043 0.6952
C 2.2452 0.7332 0.0023
H 2.7417 -1.9107 -0.1430
H 2.2033 -1.1801 -1.6311
H 1.0179 -2.3427 -0.9211
H -2.3840 2.5757 -0.6898
H -3.9452 0.7399 -0.7760
H -3.1417 -1.6143 -0.0844
H -1.5692 -2.5783 1.5377
H 0.2130 -2.3644 0.9121
H -1.2258 -2.8649 -0.2379
H 0.2053 3.3633 -0.2155
H 2.3619 2.7955 0.7524
H 1.3522 1.6224 1.6959
H 3.1787 0.4147 0.4503
H 2.4484 0.9841 -1.0294
```



b.
DFT (ωB97M-V with the def2-TZVPD basis set) results for the ion C11H14N with charge +1.

Calculated values
* total charge: +1
* molecular weight: 160.2 Da
* frontier orbital gap (alpha / beta): 7.8 / 7.4 eV

Structure (XYZ):
```
26
C11H14N, DFT ωB97M-V with the def2-TZVPD basis set
C 0.7706 1.3229 3.0509
C -0.6771 1.1219 3.1336
C 1.4652 1.0811 1.8428
C -1.2421 0.7677 1.9577
C 0.8446 0.6805 0.7040
C -0.5634 0.5526 0.7301
C 1.5509 0.6779 -0.6219
C -1.2166 0.1116 -0.4627
C 0.6341 0.2833 -1.7576
C -1.1843 -1.0880 -2.6065
C 0.1903 -1.9798 -0.7632
N -0.4168 -0.7178 -1.3666
H 1.3671 1.7686 3.8510
H -1.2345 1.3238 4.1067
H 2.5427 1.1668 1.6581
H -2.2925 0.2789 1.9689
H 1.9017 1.5808 -0.8439
H 2.4591 0.0821 -0.5969
H -2.2994 0.4142 -0.8171
H 0.4267 0.9806 -2.5515
H -1.8423 -1.8930 -2.3283
H -1.8742 -0.2182 -3.0920
H -0.4249 -1.4173 -3.3075
H -0.4244 -2.9219 -0.6453
H 1.0038 -2.3858 -1.4126
H 0.5356 -1.5732 0.1696
```



How do the energies compare? Relative to the most stable structure, in kJ/mol: a 0.0; b 103.3.



a.
DFT (ωB97M-V with the def2-TZVPD basis set) results for a cluster of 5 separate species, C2H13O4S in total.

Calculated values
* total charge: -1
* molecular weight: 133.2 Da
* frontier orbital gap: 6.1 eV

Structure (XYZ):
```
20
C2H13O4S, DFT ωB97M-V with the def2-TZVPD basis set
C 2.9499 0.8139 0.0503
C 2.2211 0.0278 -1.0185
S 0.3603 0.3964 -1.2201
H 3.2230 0.2568 0.9179
H 2.3129 1.5679 0.5070
H 3.8485 1.2866 -0.3108
H 2.1720 -1.0314 -0.7666
H 2.5209 0.0986 -2.0547
H 1.1369 2.4093 -0.5817
H 0.1849 3.4760 -1.0432
O 1.0364 3.3922 -0.6059
H -5.6304 0.1419 3.7853
H -4.9182 0.9141 2.8159
O -5.8174 0.8641 3.1701
H 0.6784 -3.9015 0.4553
H 1.6465 -2.7407 0.5254
O 1.5751 -3.6793 0.7222
H -2.6330 -1.6000 -0.3177
H -1.0633 -1.2378 -0.6576
O -1.7527 -1.9246 -0.4971
```



b.
DFT (ωB97M-V with the def2-TZVPD basis set) results for a cluster of 5 separate species, C2H13O4S in total.

Calculated values
* total charge: -1
* molecular weight: 133.2 Da
* frontier orbital gap: 6.9 eV

Structure (XYZ):
```
20
C2H13O4S, DFT ωB97M-V with the def2-TZVPD basis set
C -2.9304 2.2179 -1.2001
C -2.3297 0.9648 -0.5485
S -0.7028 1.6368 0.2459
H -3.8453 1.6554 -1.4881
H -2.8482 3.0725 -0.3440
H -2.2811 2.5492 -2.0157
H -3.0281 0.8574 0.1955
H -2.4563 0.0841 -1.2770
H -2.9733 1.9386 3.3516
H -2.0051 1.5927 2.1653
O -2.2659 1.3529 3.0511
H 4.3432 -4.5472 -0.2445
H 3.1498 -4.1785 -1.2510
O 3.7456 -4.8571 -0.9223
H 0.7621 0.4085 -0.3884
H 1.8880 0.1560 -1.4437
O 1.7185 0.0207 -0.4749
H 3.2553 -1.5507 -0.5352
H 1.9762 -1.8067 0.1659
O 2.6603 -2.2060 -0.4456
```



How do the energies compare? Relative to the most stable structure, in kJ/mol: a 0.0; b 117.3.



a.
DFT (ωB97M-V with the def2-TZVPD basis set) results for a cluster of 2 separate species, C10H13N2O2 in total.

Calculated values
* total charge: +1
* molecular weight: 193.2 Da
* frontier orbital gap: 8.8 eV

Structure (XYZ):
```
27
C10H13N2O2, DFT ωB97M-V with the def2-TZVPD basis set
C -2.2167 2.4123 1.0060
C -2.2991 2.3256 -0.4017
C -1.6785 1.1483 1.3750
C 0.4496 -1.7695 0.8377
C 1.6653 -2.2688 0.0682
C 1.8640 -1.2077 -1.0748
C -2.4467 0.5218 -1.9655
C 1.8876 1.2950 -0.1877
C -1.8941 1.0228 -0.8574
C 1.3760 0.0727 -0.2299
N 0.6349 -0.4818 0.9016
N -0.5383 -2.4291 1.3319
O -1.2491 0.7423 2.4607
O -1.5951 0.2934 0.2863
H -2.3905 3.3412 1.5994
H -2.7344 3.1971 -0.9971
H 2.5151 -2.3210 0.7010
H 1.5375 -3.2287 -0.3623
H 3.0167 -1.2033 -1.2713
H 1.4104 -1.3973 -2.0421
H -2.8225 1.0876 -2.7908
H -2.3665 -0.5015 -2.0969
H 2.4342 1.6181 -0.9527
H 1.6455 1.8992 0.7147
H 0.0244 0.0005 1.5820
H -0.6229 -3.4276 1.2653
H -1.2456 -1.8304 1.7313
```



b.
DFT (ωB97M-V with the def2-TZVPD basis set) results for a cluster of 2 separate species, C10H13N2O2 in total.

Calculated values
* total charge: +1
* molecular weight: 193.2 Da
* frontier orbital gap (alpha / beta): 8.7 / 6.1 eV

Structure (XYZ):
```
27
C10H13N2O2, DFT ωB97M-V with the def2-TZVPD basis set
C 1.2361 -2.8511 1.3102
C 1.6559 -2.8133 0.0120
C 0.3186 -1.8563 1.7497
C 1.3665 -1.7372 -0.8879
C -0.0040 -0.7596 0.9940
C 0.5040 -0.7434 -0.3864
C -0.6677 0.5141 1.3266
C -0.9256 1.1359 -0.0430
C -2.2419 0.8022 -0.6170
C -0.7650 2.6271 -0.1251
N 2.0772 2.1148 -0.7299
N 0.1697 0.5189 -0.9306
O 0.0945 0.6437 -2.2838
O 2.8685 1.3852 -0.3702
H 1.4365 -3.6727 1.9539
H 2.2630 -3.6682 -0.4856
H 0.0772 -2.0327 2.8184
H 1.7832 -1.7143 -1.8776
H -1.6826 0.5036 1.8003
H -0.1222 1.1367 2.0258
H -2.9486 0.9746 0.1438
H -2.2061 -0.4346 -0.6552
H -2.3283 1.1240 -1.5918
H -0.5172 2.9587 -1.0947
H -0.0236 2.8595 0.5808
H -1.7045 3.1709 0.0178
H 0.2864 -0.1865 -2.6543
```



How do the energies compare? Relative to the most stable structure, in kJ/mol: a 0.0; b 337.9.



a.
DFT (ωB97M-V with the def2-TZVPD basis set) results for an isolated molecule of C3H5FO.

Calculated values
* SMILES: CC(=O)CF
* total charge: 0
* molecular weight: 76.1 Da
* frontier orbital gap: 10.9 eV

Structure (XYZ):
```
10
C3H5FO, DFT ωB97M-V with the def2-TZVPD basis set
C -0.8859 1.0242 -0.0078
C -0.3589 -0.3362 -0.0036
O -1.1260 -1.3159 -0.0835
C 1.0786 -0.8251 0.0231
F 1.9386 0.2290 -0.0818
H -0.0860 1.7608 0.2037
H -1.6523 1.0850 0.7644
H -1.3009 1.3107 -1.0262
H 1.2147 -1.5536 -0.7482
H 1.1780 -1.3789 0.9598
```



b.
DFT (ωB97M-V with the def2-TZVPD basis set) results for a structure of composition C3H5FO.

Calculated values
* total charge: 0
* molecular weight: 76.1 Da
* frontier orbital gap: 10.1 eV

Structure (XYZ):
```
10
C3H5FO, DFT ωB97M-V with the def2-TZVPD basis set
C -0.4242 2.0330 -0.9709
C -0.0695 -0.4614 0.4648
C -0.5586 -0.0059 -0.8535
O -0.5926 2.5831 0.0516
F 0.1772 -0.3198 -1.9651
H -0.1907 2.5386 -1.9444
H -0.2649 -1.5148 0.8037
H -0.5155 0.2878 1.2646
H 1.1063 -0.4407 0.6400
H -1.5653 -0.4533 -1.0483
```



How do the energies compare? Relative to the most stable structure, in kJ/mol: a 0.0; b 187.1.



a.
DFT (ωB97M-V with the def2-TZVPD basis set) results for a cluster of 2 separate species, CH2F3N2 in total.

Calculated values
* total charge: +1
* molecular weight: 99.0 Da
* frontier orbital gap (alpha / beta): 8.4 / 10.6 eV

Structure (XYZ):
```
8
CH2F3N2, DFT ωB97M-V with the def2-TZVPD basis set
C 0.1177 -0.7439 -0.0995
N -0.0484 -0.7508 1.1037
N -0.3331 1.2927 -1.3028
F 0.1628 -1.8037 -0.8467
F 0.8246 1.5389 -1.7964
F -0.4557 2.0094 -0.2042
H -0.3469 0.1001 1.6465
H 0.0790 -1.6426 1.4993
```



b.
DFT (ωB97M-V with the def2-TZVPD basis set) results for a cluster of 2 separate species, CH2F3N2 in total.

Calculated values
* total charge: +1
* molecular weight: 99.0 Da
* frontier orbital gap (alpha / beta): 7.8 / 7.8 eV

Structure (XYZ):
```
8
CH2F3N2, DFT ωB97M-V with the def2-TZVPD basis set
C 0.1727 0.0289 0.0730
N 0.2863 -0.5057 1.1927
N -0.6139 0.0556 -0.9468
F 1.7795 1.5628 -0.7467
F -0.6023 0.9347 -1.9447
F -1.6891 -0.7682 -1.1046
H -0.5011 -0.7042 1.9633
H 1.1680 -0.6039 1.5138
```



How do the energies compare? Relative to the most stable structure, in kJ/mol: a 0.0; b 319.7.